No. 1
DFT (ωB97M-V with the def2-TZVPD basis set) results for a cluster of 10 separate species, C22H59NO9S9 in total in a non-equilibrium geometry.

Structure (XYZ):
```
100
Properties=species:S:1:pos:R:3:forces:R:3:mulliken_charge:R:1
C 0.859723 -4.205100 -1.817331 -0.3556 -0.4940 0.7225 -0.6127
S 1.272751 -5.143554 -0.300957 1.3707 0.5142 -1.1477 0.6121
O 2.097200 -6.312116 -0.758579 -0.4977 0.1562 0.4505 -0.7135
C 2.519935 -3.903435 0.183421 0.5086 0.1231 0.7668 -0.8216
H 0.026665 -4.753087 -2.254394 -0.1507 0.3486 -0.1272 0.4493
H 1.683955 -4.163358 -2.522081 0.2480 -0.1381 0.1905 0.2694
H 0.629568 -3.199110 -1.471957 -0.3781 0.0498 -0.3221 -0.0503
H 3.344839 -3.957335 -0.526173 -0.2118 -0.1638 -0.2742 0.4883
H 2.958662 -4.138188 1.158856 -0.2603 -0.2924 -0.0439 0.3891
H 2.167814 -2.873615 0.255112 -0.4043 -0.1427 -0.1851 -0.0430
C -3.654246 -1.906905 3.341811 0.1554 -0.4600 -1.1067 -0.4871
S -4.367263 -2.108313 4.982408 0.3619 0.3522 0.7237 0.4870
O -5.167065 -0.886952 5.299486 0.0551 -0.6965 -0.4848 -0.6154
C -5.440855 -3.537286 4.664259 -0.0552 -0.2065 0.7092 -0.9473
H -4.338905 -2.144183 2.521502 -0.3263 0.3390 0.2551 0.3639
H -2.798339 -2.562966 3.144152 -0.0200 -0.1437 0.5710 0.0454
H -3.279690 -0.893338 3.215187 -0.2411 0.1578 0.2871 0.1340
H -4.900318 -4.448633 4.942584 0.4176 0.1219 -0.7117 0.3208
H -5.859611 -3.540999 3.664071 -0.0925 -0.1191 -0.0194 0.3037
H -6.209402 -3.573377 5.442411 -0.1831 0.6795 -0.2743 0.3765
C 1.661412 -4.913254 3.957874 0.0619 0.2692 -0.0764 -1.1001
S 0.289767 -3.740871 3.974956 -0.2564 -0.0727 -0.4908 0.6067
O -0.170714 -3.642077 2.541767 0.1060 0.2287 0.3216 -0.6347
C -0.987922 -4.718473 4.803703 0.5833 -0.3342 0.4512 -0.9419
H 1.548862 -5.598540 3.117932 -0.3469 -0.1668 0.1743 0.2991
H 1.725810 -5.406330 4.925586 0.0772 -0.1028 -0.0491 0.4633
H 2.565731 -4.335957 3.766821 -0.0142 0.0584 0.1727 0.3297
H -1.050103 -4.394853 5.843116 -0.1320 0.1300 -0.0708 0.3915
H -0.737526 -5.779139 4.808731 -0.1049 -0.0047 -0.2708 0.3778
H -1.912350 -4.531213 4.270051 -0.0585 0.0577 -0.0196 0.1750
C 4.000262 -0.971981 -1.227644 1.2104 1.4125 0.4327 -0.3358
S 3.516593 -0.992201 -2.956038 -0.3842 -1.2821 0.2187 0.2505
O 2.074341 -1.432597 -2.962387 0.7404 0.5599 -0.1289 -0.4647
C 3.600576 0.761015 -3.307326 -1.4805 1.1102 0.5984 -0.7083
H 4.946207 -0.410489 -1.158591 -0.1297 0.0577 -0.2570 0.3224
H 4.255389 -1.919237 -0.766333 -0.5072 -0.4147 -0.4994 0.2747
H 3.291686 -0.411039 -0.615843 -0.3698 -0.2187 -0.1597 -0.1194
H 4.582510 1.215703 -3.248466 0.2839 -0.4374 -0.2334 0.5467
H 2.940077 1.331920 -2.633688 0.2499 -0.3631 0.3946 -0.1305
H 3.081479 0.959744 -4.247535 0.5686 -0.4520 -0.3747 0.4264
C -0.067320 0.788917 -3.092557 0.4414 0.6183 -1.6078 0.2146
S -1.248196 1.773224 -4.069867 -0.3614 0.1539 1.1291 0.3646
O -2.156183 2.389379 -3.030710 0.0343 -0.4945 -0.4476 -0.5527
C -0.202407 3.202317 -4.426376 0.4541 0.2043 0.9421 -0.4583
H 0.719800 0.495183 -3.791686 -0.0172 -0.1334 0.0749 0.3299
H -0.520185 -0.126236 -2.735687 -0.2374 0.1402 0.2940 0.0574
H 0.368137 1.455507 -2.354999 -0.2045 -0.2150 0.3713 -0.4437
H 0.704276 3.091781 -5.019714 -0.3218 -0.2912 -0.4233 0.3313
H 0.113062 3.539359 -3.436151 -0.1001 -0.0080 0.0036 -0.2312
H -0.883934 3.978376 -4.763482 0.0427 -0.0962 -0.4316 0.3981
C 6.542491 4.358783 -1.037861 -0.4029 -0.1380 0.8496 -1.0680
S 5.503990 2.889002 -1.287581 0.3785 0.3384 0.6272 0.6738
O 6.386709 1.687537 -1.264112 -0.2331 0.1557 -0.0392 -0.6470
C 4.731902 2.976890 0.344733 -1.2364 -0.1587 0.3498 -0.4314
H 5.882620 5.216021 -1.183746 0.2953 0.0929 -0.5768 0.3307
H 7.423677 4.280492 -1.663515 -0.1647 0.2559 -0.3565 0.3648
H 6.851819 4.438740 0.006878 0.1589 -0.3676 -0.0507 0.3213
H 5.413343 2.678415 1.138565 0.2581 -0.0275 -0.2035 0.4696
H 3.857219 2.315881 0.355195 0.4126 -0.3671 -0.1370 -0.4267
H 4.256880 3.928724 0.608464 0.5669 0.2813 -0.3766 0.4186
C 1.995372 6.640903 -1.344512 0.2643 0.0801 0.2778 -0.9160
S 0.660754 5.671174 -0.593769 -0.3711 -0.6993 -1.3702 0.4576
O -0.581665 5.804655 -1.419598 0.7313 0.3506 0.4843 -0.5935
C 1.322558 4.038179 -1.057077 0.2891 0.0533 0.4498 0.0429
H 1.732002 7.682759 -1.170153 0.0805 0.0362 -0.2129 0.3670
H 2.182503 6.424531 -2.394522 -0.4930 0.0053 -0.1133 0.3100
H 2.934075 6.425952 -0.824174 -0.1796 0.0029 0.2535 0.2585
H 0.475514 3.363247 -0.943774 0.1647 -0.0758 0.2932 -0.4085
H 2.146559 3.833123 -0.370542 -0.2574 -0.2929 0.1652 0.0527
H 1.716823 3.902669 -2.063607 -0.1516 0.6232 -0.1823 0.2824
C -5.364753 -1.615870 -2.620974 -0.4891 0.3437 -0.1811 -0.9114
S -3.801491 -2.426901 -3.029756 -0.3528 0.2127 -0.1293 0.4246
O -3.164708 -1.593071 -4.089122 0.0256 -0.1542 0.3028 -0.5682
C -2.979018 -2.021737 -1.474390 -0.6338 0.6199 0.1517 -0.1258
H -5.259906 -0.528645 -2.675063 0.4424 -0.0782 0.2568 0.2625
H -5.729937 -1.922590 -1.641202 0.0948 -0.0353 0.0237 0.3293
H -6.136051 -1.832049 -3.362297 0.2421 -0.4209 -0.0610 0.3642
H -3.451378 -2.501027 -0.614092 0.1576 -0.5456 -0.2399 0.4951
H -3.140072 -0.956813 -1.276444 0.4460 0.0606 -0.3868 -0.2149
H -1.935111 -2.284943 -1.605563 0.1029 0.0495 0.2141 -0.0327
C -3.898119 2.817952 2.609359 1.6357 -0.1745 0.1333 -1.0841
S -4.336541 1.515076 1.429576 -0.4294 0.7271 0.5965 0.7674
O -5.824217 1.541119 1.495426 -0.0186 -0.3315 -0.6922 -0.7317
C -3.704771 2.379454 -0.023864 0.2516 0.9543 0.7369 -1.0050
H -3.796276 3.805193 2.159726 -0.5750 -0.0152 -0.1302 0.3548
H -2.888456 2.599812 2.988285 -0.1862 -0.1069 0.0478 0.3033
H -4.587920 2.781823 3.443027 -0.2523 -0.0349 -0.1097 0.4117
H -2.697039 2.715031 0.245295 0.2233 -0.7200 -0.2032 0.1704
H -4.173897 3.363384 -0.121420 -0.6747 -0.4240 -0.3153 0.5291
H -3.729120 1.760684 -0.910528 0.0403 0.0991 -0.1864 0.2930
N -0.090642 -0.937877 1.493858 0.3088 -0.3608 0.4078 0.7889
C -0.951847 -0.225519 0.715695 0.0818 0.2116 0.7890 -1.4854
C -0.306732 0.938788 0.347757 -0.9097 -0.3813 -0.4971 0.3843
C 0.990924 0.859035 0.852300 1.1096 -0.1548 -0.0459 0.2264
C 1.118645 -0.309973 1.581479 -0.2967 0.6791 -0.7194 -0.5082
H -0.362305 -1.754888 2.033091 0.2836 -0.2551 -0.3556 -0.1179
H -1.939970 -0.641114 0.608593 -0.1159 0.4510 -0.1909 0.5839
H -0.698512 1.732177 -0.264533 -0.1608 -0.1235 -0.1120 0.1457
H 1.799998 1.494895 0.514617 -0.0451 0.1075 0.4805 -0.3578
H 2.009524 -0.715172 2.026623 -0.1847 -0.2480 0.2659 0.4625
```
Forces are in eV/Å.

As for the net charge: 0. Its HOMO energy is -8.39 eV.

No. 2
DFT (ωB97M-V with the def2-TZVPD basis set) results for a cluster of 15 separate species, H30O15 in total in a non-equilibrium geometry.

Structure (XYZ):
```
45
Properties=species:S:1:pos:R:3:forces:R:3:mulliken_charge:R:1
O -1.290588 0.889338 1.487708 1.7666 -0.0340 1.6727 -0.4363
H -0.728756 0.842568 2.340716 -1.4415 0.0568 -1.9800 0.2474
H -1.934797 0.179511 1.551464 0.0869 -0.0980 -0.0507 0.2103
O -2.037235 2.504059 -2.813372 -0.9366 -0.3749 0.1412 -0.6473
H -2.969784 2.399960 -2.524025 0.7052 -0.1460 -0.4738 0.3341
H -1.807117 3.197696 -2.193481 0.3262 0.4212 -0.2483 0.3365
O 1.708590 2.831860 -2.271544 0.2557 0.0218 0.1166 -0.6143
H 1.829536 2.217974 -1.547296 0.3987 -0.0387 0.9385 0.3441
H 1.090454 2.303014 -2.758846 -0.7784 0.0011 -1.0144 0.3096
O -0.584103 -3.075367 1.303516 -0.7256 -2.5402 -0.3023 -0.6714
H 0.191078 -2.654564 0.952710 0.5108 0.2186 -0.4244 0.2914
H -0.613055 -3.964627 0.784416 0.2852 2.3382 1.1845 0.3622
O -2.605182 3.751254 -0.408017 0.7043 -1.1383 0.5257 -0.6761
H -3.189661 3.209394 0.159862 0.3687 0.4160 -0.3822 0.3227
H -1.796285 3.177196 -0.444446 -0.9831 0.7188 0.4940 0.3226
O 0.478606 -2.672887 -3.514915 -0.0398 -0.5355 0.3163 -0.6065
H 0.127719 -2.356228 -2.670005 0.0109 0.1262 -0.4178 0.2898
H 0.621093 -1.931799 -4.103700 -0.0385 0.3015 0.2021 0.2954
O 1.276432 -4.385562 -0.405636 0.3510 0.3125 0.4484 -0.6741
H 1.664480 -4.251052 -1.285992 0.0102 0.1178 0.5280 0.3142
H 1.865750 -3.980694 0.270371 -0.1588 -0.3815 -1.0526 0.3299
O -3.188475 1.442758 3.633718 0.0371 0.6068 0.7833 -0.6045
H -2.698494 0.913480 4.275978 -0.2579 -0.1118 -0.3757 0.3090
H -3.453182 0.897556 2.899697 0.0335 -0.4027 -0.1331 0.3029
O 3.486439 -2.024518 0.776740 1.6076 1.6066 -2.2025 -0.5849
H 4.440826 -1.897361 0.556685 0.0478 -1.1895 1.5825 0.3018
H 3.388853 -1.444727 -0.029109 -1.8658 -0.4347 0.4429 0.3042
O 1.263196 0.337202 3.644003 -0.0077 0.0478 0.8473 -0.5513
H 1.761362 0.064301 4.427442 -0.1681 0.3229 -0.0085 0.2644
H 1.367385 -0.420985 3.085772 0.0128 -0.6788 -0.7381 0.2765
O -2.061754 -2.559990 -0.816890 -0.8222 0.6993 3.6191 -0.5534
H -2.101070 -2.470974 0.231181 1.4465 -0.9058 -2.7570 0.3788
H -2.870754 -2.052332 -0.864173 -0.6241 0.3184 -1.3412 0.2329
O 1.828822 0.668727 -0.276793 -0.5625 -0.7629 0.7649 -0.6481
H 1.087778 0.002533 -0.304338 1.0938 1.1745 0.3945 0.2499
H 2.083272 0.817848 0.668685 -0.6214 -0.1933 -1.0095 0.2956
O 3.290828 -0.825273 -2.222364 1.3658 1.2900 -1.0862 -0.6001
H 4.030009 -0.676560 -2.876368 -1.0306 -0.7281 0.8932 0.2977
H 3.054834 0.111423 -2.065926 -0.2520 -0.6095 0.3552 0.3199
O -3.086421 0.471261 -0.756527 -1.3173 -0.0614 0.8758 -0.5428
H -3.882562 0.121493 -1.179486 0.2706 0.1426 -0.0406 0.2509
H -2.373717 0.333514 -1.359507 0.8303 -0.0844 -0.7909 0.3221
O 1.487930 2.816206 2.571503 1.4658 -0.0724 -0.5382 -0.6055
H 0.793216 2.574020 3.188786 -0.4230 0.5392 -0.7468 0.2866
H 1.314700 3.381243 1.801219 -0.9372 -0.2763 0.9884 0.3134
```
Forces are in eV/Å.

As for the net charge: 0. Its HOMO energy is -11.31 eV. As for the energy above the lowest of the compared OMol25 structures with the same formula, charge and spin: 320.02 kJ/mol.

No. 3
DFT (ωB97M-V with the def2-TZVPD basis set) results for a cluster of 2 separate species, C5H6BrN3O2 in total in a non-equilibrium geometry.

Structure (XYZ):
```
17
Properties=species:S:1:pos:R:3:forces:R:3:mulliken_charge:R:1
C -0.686437 1.970175 0.025944 -0.7535 2.3337 -0.4309 -0.5609
C -1.161031 0.978223 0.910735 -0.2656 0.8477 0.6361 -0.1667
C 0.564882 1.854559 -0.646211 -2.7906 -2.8477 1.7780 -0.0926
C -0.391068 -0.167293 1.134427 -1.4366 -0.0644 0.0508 0.4815
C 0.814683 -0.221104 0.498895 -0.0522 1.4736 -0.0475 0.0214
N 1.204075 0.726015 -0.302443 -0.9395 0.1025 0.4772 -0.3687
N 0.373743 -1.673426 -1.754250 0.3275 -0.0101 -2.3462 -0.5293
N -0.922359 -1.320357 1.979069 2.7582 1.8445 -1.2427 0.8274
O -1.138284 -1.009125 3.117199 -1.0539 -0.5650 0.7101 -0.5016
O -0.812635 -2.403949 1.464775 -0.7556 -0.4864 0.3202 -0.5146
Br 3.195695 0.705304 -1.161408 2.6088 -0.2776 -1.0311 -0.2410
H -1.317966 2.945782 -0.123807 1.1803 -2.1438 0.2407 0.2447
H -2.108981 1.152842 1.514075 1.2592 -0.3913 -1.0680 0.3417
H 0.878656 2.290032 -1.576023 0.3465 0.8642 0.2355 0.4085
H 1.054270 -1.839554 -2.566516 -1.2877 0.1318 2.2014 0.2084
H 0.770299 -1.592293 -0.843275 0.9854 -0.3594 -0.0555 0.2128
H -0.317542 -2.395832 -1.671187 -0.1308 -0.4524 -0.4279 0.2292
```
Forces are in eV/Å.

As for the net charge: 0. Its HOMO energy (alpha / beta) is -7.83 / -9.70 eV. The spin multiplicity is 3. As for the energy above the lowest of the compared OMol25 structures with the same formula, charge and spin: 271.97 kJ/mol.

No. 4
DFT (ωB97M-V with the def2-TZVPD basis set) results for a structure of composition C12H8N3O2ReS4Sb.

Structure (XYZ):
```
31
Properties=species:S:1:pos:R:3:forces:R:3:mulliken_charge:R:1
Re 0.510786 -0.014943 -0.236173 -0.2036 0.0337 -0.3113 1.3079
O -1.014456 -1.350000 3.298511 -0.0182 -0.0961 -0.0520 -0.4085
C -0.689522 -1.253419 2.168721 0.0342 -0.0350 0.0156 0.0105
N -0.417779 -0.015137 1.480043 -0.2037 -0.0193 0.0030 -0.2521
C -0.689420 1.219683 2.173254 0.0458 0.0384 0.0172 0.0206
O -1.015603 1.312498 3.303054 -0.0220 0.0954 -0.0519 -0.4090
C -0.500509 2.359156 1.225453 -0.1100 -0.0162 0.1449 0.7501
C -0.819905 3.651115 1.569270 0.0048 -0.0471 -0.0119 -0.6138
C -0.691695 4.642044 0.601871 0.0077 -0.0267 0.0010 -0.2608
C -0.261931 4.281548 -0.669993 0.0001 -0.0269 -0.0066 -0.7821
C 0.054370 2.967509 -0.939294 0.1044 0.0783 -0.0704 0.3509
N -0.050199 2.004748 0.004197 0.0050 0.0984 0.1281 -0.2254
C -0.503185 -2.389550 1.216282 -0.1079 0.0040 0.1493 0.7510
C -0.815250 -3.684142 1.556864 0.0028 0.0556 -0.0155 -0.6058
C -0.683334 -4.671651 0.586088 0.0065 0.0257 0.0046 -0.2567
C -0.258804 -4.305735 -0.685901 0.0024 0.0244 -0.0076 -0.7805
C 0.049404 -2.989254 -0.952516 0.0937 -0.0829 -0.0755 0.2647
N -0.058306 -2.030184 -0.005722 0.0242 -0.1000 0.1305 -0.2281
H -1.174121 3.852463 2.572723 0.0005 -0.0088 -0.0048 0.5232
H -0.938440 5.671150 0.830321 -0.0048 -0.0018 -0.0001 0.5012
H -0.177021 5.014327 -1.460569 0.0074 0.0025 -0.0032 0.4287
H 0.402451 2.664725 -1.915983 0.0108 0.0144 0.0135 0.2627
H -1.165589 -3.890593 2.560590 0.0003 0.0077 -0.0035 0.5231
H -0.922607 -5.702914 0.812734 -0.0061 0.0016 -0.0004 0.5005
H -0.170047 -5.035935 -1.478453 0.0044 -0.0026 -0.0032 0.4276
H 0.391967 -2.681519 -1.929480 0.0145 -0.0183 0.0138 0.3529
S 2.926931 2.256354 -4.410024 -0.0172 0.1779 0.0206 -0.1627
Sb 2.907842 0.126299 -4.448344 0.2461 0.0195 -0.3122 1.3426
S 0.158167 -0.003576 -2.326716 -0.2460 -0.0106 0.3131 -0.2319
S 2.517804 -0.019885 0.135485 0.3356 0.0001 -0.0325 0.0528
S 3.097996 -1.985172 -4.636282 -0.0119 -0.1849 0.0074 -0.1536
```
Forces are in eV/Å.

As for the net charge: +3. Its HOMO energy is -19.24 eV.